# 1
Computed, not measured: C35H27F6N5O2SSiTi as an isolated structure at a distorted geometry, with the ωB97M-V functional and the def2-TZVPD basis.

Element x y z (Å)
Ti: -0.609 1.981 1.914
C: 5.083 -7.875 -6.063
O: 4.920 -6.493 -6.333
C: 4.345 -5.713 -5.388
C: 4.208 -4.362 -5.696
C: 3.629 -3.487 -4.788
C: 3.180 -3.941 -3.565
C: 3.315 -5.265 -3.261
C: 3.891 -6.170 -4.149
C: 2.565 -2.966 -2.623
N: 2.435 -1.702 -2.863
C: 1.818 -1.170 -1.744
C: 1.585 -2.179 -0.811
N: 2.075 -3.329 -1.400
C: 0.981 -1.969 0.446
C: 0.727 -2.942 1.452
C: 0.119 -2.548 2.636
C: -0.228 -1.210 2.803
N: 0.011 -0.278 1.855
C: 0.605 -0.623 0.692
C: 0.818 0.423 -0.252
N: 0.403 1.704 0.100
C: 0.673 2.711 -0.776
C: 1.292 2.535 -1.982
C: 1.690 1.245 -2.373
C: 1.449 0.193 -1.489
H: 5.558 -8.292 -6.945
H: 4.120 -8.361 -5.897
H: 5.716 -8.035 -5.189
H: 4.564 -4.022 -6.660
H: 3.516 -2.435 -5.015
H: 2.973 -5.653 -2.307
H: 3.978 -7.209 -3.868
H: 2.075 -4.252 -1.014
H: 1.004 -3.981 1.295
H: -0.096 -3.261 3.422
H: -0.732 -0.856 3.694
H: 0.339 3.694 -0.462
H: 1.460 3.392 -2.622
H: 2.178 1.048 -3.317
F: -0.391 3.103 8.913
C: 0.019 2.945 7.640
C: -0.897 2.729 6.627
F: -2.207 2.683 6.910
C: -0.452 2.556 5.328
F: -1.370 2.363 4.378
C: 0.887 2.616 4.960
S: 1.448 2.472 3.318
C: 1.779 2.836 6.015
F: 3.101 2.917 5.781
C: 1.365 2.995 7.325
F: 2.268 3.207 8.303
C: -2.942 -0.651 0.087
Si: -3.664 1.059 -0.077
C: -5.350 1.002 0.770
C: -3.892 1.278 -1.944
N: -2.702 2.320 0.566
C: -3.009 3.611 0.481
C: -4.143 4.247 -0.123
C: -4.320 5.618 -0.163
C: -3.401 6.510 0.390
C: -2.285 5.953 1.013
C: -2.179 4.591 1.042
F: -0.998 4.120 1.691
H: -3.626 -1.364 -0.387
H: -2.800 -0.920 1.132
H: -1.978 -0.729 -0.419
H: -5.935 0.148 0.412
H: -5.948 1.905 0.629
H: -5.177 0.874 1.841
H: -4.428 0.423 -2.367
H: -2.900 1.311 -2.405
H: -4.422 2.187 -2.237
H: -4.885 3.607 -0.584
H: -5.207 6.005 -0.655
H: -3.540 7.581 0.347
H: -1.514 6.551 1.481
O: -1.940 0.994 2.524

## Properties
- Multiplicity: 3
- Charge: -2

Mulliken atomic charge list, values in e, 5 entries:
1. Ti 0.83
2. C -0.84
3. O -0.48
4. C 0.99
5. C -0.57

=====

# 2
Computed, not measured: C36H45N5O4PS2Ti as an isolated structure at a distorted geometry, with the ωB97M-V functional and the def2-TZVPD basis.

Element x y z (Å)
Ti: -0.410 -0.265 0.219
O: -0.845 -1.968 1.410
S: 0.584 -2.333 1.576
O: 0.989 -2.568 2.928
O: 1.330 -1.224 0.909
C: 0.705 -3.831 0.650
C: 0.749 -5.039 1.323
C: 0.622 -6.216 0.604
C: 0.435 -6.163 -0.771
C: 0.394 -4.945 -1.438
C: 0.525 -3.755 -0.731
P: 0.513 -2.093 -1.503
C: -0.170 -2.466 -3.152
C: 0.579 -2.409 -4.320
C: -0.028 -2.645 -5.545
C: -1.383 -2.927 -5.615
C: -2.137 -2.989 -4.451
C: -1.532 -2.754 -3.229
C: 2.306 -1.878 -1.813
C: 2.718 -0.706 -2.452
C: 4.065 -0.466 -2.670
C: 5.015 -1.386 -2.251
C: 4.608 -2.556 -1.631
C: 3.262 -2.805 -1.408
H: 0.876 -5.037 2.398
H: 0.654 -7.171 1.109
H: 0.306 -7.081 -1.329
H: 0.265 -4.917 -2.511
H: 1.635 -2.185 -4.279
H: 0.561 -2.592 -6.451
H: -1.856 -3.100 -6.572
H: -3.195 -3.211 -4.499
H: -2.116 -2.821 -2.317
H: 1.974 -0.001 -2.801
H: 4.376 0.448 -3.158
H: 6.068 -1.189 -2.403
H: 5.344 -3.282 -1.308
H: 2.975 -3.728 -0.925
N: -1.605 0.586 1.857
C: -3.058 0.602 1.658
C: -3.428 -0.684 0.935
N: -2.559 -0.796 -0.259
H: -1.370 -0.067 2.600
H: -1.250 1.498 2.127
H: -3.294 1.473 1.052
H: -3.611 0.673 2.597
H: -4.486 -0.697 0.668
H: -3.219 -1.527 1.591
H: -2.947 -0.233 -1.008
H: -2.540 -1.760 -0.573
O: -0.297 0.440 -2.781
C: -0.480 0.624 -1.594
C: 2.456 2.292 -0.940
C: 1.556 3.530 -1.033
C: 1.161 3.764 -2.504
C: 0.254 3.665 -0.234
C: 0.076 4.840 0.484
C: -1.188 5.292 0.835
C: -2.289 4.668 0.280
C: -2.170 3.462 -0.410
C: -3.386 3.038 -1.243
C: -3.062 2.176 -2.463
C: -4.566 2.444 -0.464
C: -0.896 2.872 -0.470
N: -0.771 1.476 -0.692
H: 1.910 1.357 -0.869
H: 3.077 2.255 -1.836
H: 3.119 2.352 -0.082
H: 2.169 4.381 -0.727
H: 0.612 2.908 -2.902
H: 2.048 3.922 -3.119
H: 0.527 4.647 -2.594
H: 0.943 5.433 0.747
H: -1.302 6.185 1.435
H: -3.264 5.135 0.361
H: -3.744 3.992 -1.639
H: -2.861 1.137 -2.206
H: -2.198 2.567 -3.000
H: -3.911 2.190 -3.148
H: -4.418 1.387 -0.235
H: -5.472 2.519 -1.066
H: -4.733 2.994 0.463
S: 1.148 1.602 2.233
C: 1.582 0.827 3.652
N: 2.568 -0.064 3.814
C: 2.581 -0.605 5.175
C: 1.757 0.440 5.938
N: 1.019 1.084 4.852
H: 2.847 -0.639 3.038
H: 3.598 -0.678 5.554
H: 2.115 -1.591 5.184
H: 2.404 1.159 6.445
H: 1.079 -0.004 6.664
H: 0.520 1.946 4.992

## Properties
- Charge: +1

Mulliken atomic charge list, values in e, 5 entries:
1. Ti -0.22
2. O -0.55
3. S 1.88
4. O -0.66
5. O -0.76

=====

# 3
Computed, not measured: C28H46AsGeMnN2O2S5Se2 as an isolated structure, with the ωB97M-V functional and the def2-TZVPD basis.

Element x y z (Å)
Mn: 0.638 -0.238 0.133
S: 3.753 6.195 1.438
C: 3.011 4.799 1.194
S: 3.621 3.249 1.791
C: 2.333 2.256 1.178
C: 1.388 2.899 0.464
S: -0.066 2.045 -0.003
S: 1.549 4.619 0.215
S: 2.320 0.545 1.515
O: 0.496 -6.155 1.899
C: -0.446 -5.804 0.912
C: -0.242 -4.309 0.592
C: -1.269 -3.866 -0.461
O: -2.555 -3.612 0.067
C: -0.414 -3.548 1.906
Se: 0.598 -1.881 2.052
C: 1.172 -4.157 0.020
Se: 2.002 -2.386 0.302
H: 0.425 -7.091 2.119
H: -1.473 -5.957 1.263
H: -0.308 -6.383 -0.007
H: -1.298 -4.612 -1.262
H: -0.931 -2.931 -0.899
H: -3.087 -4.417 0.070
H: -0.016 -4.127 2.740
H: -1.460 -3.301 2.085
H: 1.202 -4.347 -1.054
H: 1.869 -4.827 0.522
C: 3.831 1.405 -1.485
As: 2.188 0.461 -1.868
C: 2.955 -0.980 -2.926
C: 1.254 1.635 -3.145
C: 1.932 1.595 -4.481
C: 3.016 2.427 -4.750
C: 3.669 2.352 -5.972
C: 3.243 1.447 -6.934
C: 2.152 0.625 -6.678
C: 1.502 0.698 -5.457
H: 4.341 1.531 -2.439
H: 4.450 0.807 -0.818
H: 3.643 2.379 -1.048
H: 3.714 -0.521 -3.558
H: 2.236 -1.470 -3.576
H: 3.432 -1.705 -2.269
H: 1.286 2.632 -2.701
H: 0.216 1.307 -3.196
H: 3.334 3.158 -4.015
H: 4.501 3.010 -6.181
H: 3.748 1.393 -7.888
H: 1.803 -0.062 -7.438
H: 0.635 0.073 -5.268
C: -0.772 0.996 4.174
C: -0.228 2.142 5.010
C: -0.780 3.484 4.546
C: -0.417 3.757 3.084
Ge: -1.267 2.536 1.862
C: -3.159 2.243 1.580
C: -3.933 1.499 2.673
C: -3.728 -0.009 2.584
C: -4.365 -0.762 3.744
H: -0.438 0.021 4.533
H: -0.380 1.031 3.124
H: -1.863 0.979 4.163
H: 0.864 2.148 4.970
H: -0.506 1.983 6.052
H: -0.364 4.293 5.147
H: -1.863 3.517 4.691
H: 0.658 3.680 2.913
H: -0.738 4.751 2.754
H: -0.657 -0.207 0.997
H: -3.280 1.769 0.605
H: -3.497 3.283 1.466
H: -4.993 1.731 2.551
H: -3.665 1.866 3.666
H: -2.649 -0.229 2.541
H: -4.151 -0.363 1.638
H: -3.942 -0.450 4.700
H: -4.222 -1.837 3.646
H: -5.438 -0.573 3.781
N: -2.744 -1.108 -2.213
C: -1.805 -1.475 -3.140
C: -0.602 -1.254 -2.551
N: -0.798 -0.753 -1.275
C: -2.109 -0.689 -1.111
H: -3.744 -1.171 -2.329
H: -2.064 -1.847 -4.116
H: 0.374 -1.447 -2.949
H: -2.620 -0.394 -0.210

## Properties
- Multiplicity: 2
- Charge: +3

Mulliken atomic charge list, values in e, 5 entries:
1. Mn -0.85
2. S -0.03
3. C 0.09
4. S 0.00
5. C 0.65

=====

# 4
Computed, not measured: ClH12O6 as an isolated structure at a distorted geometry, with the ωB97M-V functional and the def2-TZVPD basis.

Element x y z (Å)
Cl: 15.605 -7.807 -3.514
O: 15.824 -7.444 -5.915
H: 15.570 -7.743 -5.041
H: 15.958 -6.501 -5.816
O: 13.752 -6.264 -3.190
H: 14.502 -6.721 -3.570
H: 13.774 -6.497 -2.261
O: 15.339 -10.119 -2.799
H: 15.581 -9.276 -3.181
H: 16.036 -10.305 -2.169
O: 14.417 -9.598 -5.137
H: 15.344 -9.830 -5.195
H: 14.384 -8.907 -4.476
O: 14.131 -7.194 -1.352
H: 14.753 -7.426 -2.042
H: 14.303 -7.825 -0.652
O: 17.797 -6.253 -3.154
H: 18.447 -6.909 -2.903
H: 17.007 -6.759 -3.346

## Properties
- Charge: -1

Mulliken atomic charge list, values in e, 5 entries:
1. Cl -1.20
2. O -0.75
3. H 0.35
4. H 0.32
5. O -0.98

=====

Which DFT total energy belongs to each record? In order, -3910.6764 -3960.6788 -13611.0272 -918.6954 Ha.
Which ΔE to the lowest compared entry with this formula, charge and spin belongs to each record? In order, 270.3 186.0 0.0 710.4 kJ/mol.